Record 1
C17H48CuO22P5 as an isolated structure, computed with the ωB97M-V functional and the def2-TZVPD basis.

Geometry as XYZ:
```
93
C17H48CuO22P5 | OMol25 | the ωB97M-V functional and the def2-TZVPD basis
Cu 0.286 -0.647 0.483
C 0.575 -3.445 3.557
C 0.431 -2.608 2.312
O 1.376 -1.863 1.929
O -0.652 -2.520 1.687
H 1.394 -3.134 4.203
H 0.740 -4.501 3.341
H -0.337 -3.383 4.151
C -3.358 -2.565 -0.841
O -2.685 -2.498 -2.093
P -1.102 -2.651 -2.224
O -0.386 -1.860 -1.212
O -0.814 -4.201 -2.213
C -0.841 -5.006 -1.013
O -0.833 -2.252 -3.726
C -1.453 -2.986 -4.792
H -2.688 -2.660 0.014
H -4.046 -3.416 -0.824
H -4.032 -1.713 -0.762
H 0.180 -5.364 -0.905
H -1.485 -5.879 -1.111
H -1.208 -4.416 -0.176
H -1.910 -3.899 -4.422
H -0.719 -3.160 -5.578
H -2.179 -2.341 -5.292
C 2.744 0.165 -3.865
O 3.556 0.260 -2.695
P 3.425 -0.785 -1.473
O 2.142 -0.794 -0.793
O 4.675 -0.353 -0.589
C 5.180 -1.289 0.365
O 3.903 -2.136 -2.150
C 5.125 -2.241 -2.871
H 2.080 -0.699 -3.801
H 3.414 -0.002 -4.711
H 2.216 1.100 -4.015
H 4.369 -1.776 0.911
H 5.826 -0.761 1.061
H 5.797 -2.104 -0.018
H 5.563 -1.265 -3.091
H 4.961 -2.666 -3.861
H 5.838 -2.843 -2.315
C 0.406 1.267 4.860
O 1.523 1.847 4.198
P 1.374 2.113 2.628
O 0.755 0.975 1.925
O 0.524 3.475 2.563
C 0.888 4.560 3.422
O 2.806 2.582 2.138
C 3.769 1.608 1.777
H -0.549 1.663 4.500
H 0.422 1.617 5.894
H 0.413 0.179 4.851
H 1.201 5.410 2.811
H 1.548 4.283 4.237
H -0.039 4.979 3.831
H 4.679 1.668 2.386
H 4.092 1.845 0.766
H 3.504 0.557 1.894
C -0.289 3.004 -4.034
O 0.276 2.182 -3.026
P -0.424 2.165 -1.597
O 0.008 1.036 -0.773
O -0.202 3.599 -0.970
C 1.128 4.071 -0.754
O -1.983 2.177 -1.876
C -2.625 1.066 -2.533
H -0.935 2.436 -4.710
H 0.498 3.418 -4.665
H -0.924 3.839 -3.732
H 1.397 4.639 -1.648
H 1.878 3.299 -0.581
H 1.155 4.768 0.080
H -1.923 0.322 -2.909
H -3.181 1.513 -3.356
H -3.315 0.638 -1.809
C -3.086 -0.819 3.590
O -3.471 0.360 2.862
P -3.157 0.432 1.295
O -1.839 -0.113 0.915
O -4.457 -0.184 0.595
C -5.752 0.192 1.059
O -3.363 1.979 0.958
C -2.800 3.021 1.740
H -3.922 -1.214 4.158
H -2.251 -0.549 4.237
H -2.674 -1.605 2.952
H -5.991 -0.442 1.911
H -6.490 0.090 0.265
H -5.810 1.251 1.318
H -3.547 3.787 1.936
H -1.983 3.452 1.164
H -2.328 2.719 2.673
```

- net charge = +1
- spin multiplicity = 2
- HOMO (alpha / beta) (eV) = -11.15 / -11.03

=====

Record 2
A 6-piece molecular cluster, C17H48N3O6 overall, computed with the ωB97M-V functional and the def2-TZVPD basis.

Geometry as XYZ:
```
74
C17H48N3O6 | OMol25 | the ωB97M-V functional and the def2-TZVPD basis
O -1.293 6.376 3.234
H -1.044 6.223 4.149
H -2.248 6.389 3.332
H -1.084 5.616 2.686
O -3.754 1.563 4.114
H -3.311 1.594 4.965
H -4.186 2.420 4.077
H -3.040 1.566 3.473
O -0.615 2.393 1.209
H -0.802 2.251 0.261
C 6.545 -0.579 0.691
C 5.104 -1.090 0.788
C 5.181 -2.596 1.056
O 5.902 -3.381 0.128
C 5.423 -3.408 -1.239
N 4.536 -0.512 1.980
H 7.056 -1.074 -0.135
H 7.096 -0.663 1.628
H 6.643 0.465 0.393
H 4.456 -0.905 -0.068
H 4.164 -2.985 1.093
H 5.698 -2.871 1.976
H 4.387 -3.735 -1.154
H 5.933 -3.974 -2.019
H 5.272 -2.399 -1.624
H 3.583 -0.197 1.861
H 4.533 -1.079 2.816
C 2.589 4.729 -3.355
C 2.837 5.960 -2.555
C 1.777 7.172 -2.746
O 1.691 7.566 -4.086
C 2.781 8.289 -4.643
N 2.954 5.604 -1.131
H 1.652 4.294 -3.005
H 3.362 3.964 -3.289
H 2.477 5.083 -4.380
H 3.821 6.362 -2.796
H 1.808 7.983 -2.019
H 0.828 6.662 -2.580
H 3.137 7.712 -5.497
H 3.676 8.533 -4.072
H 2.362 9.178 -5.116
H 2.163 5.049 -0.837
H 3.635 4.865 -1.028
C -3.514 -3.807 -1.820
C -4.111 -3.041 -0.565
C -5.497 -3.574 -0.152
C -5.456 -4.894 0.640
C -4.652 -4.658 1.951
C -3.209 -4.252 1.522
N -3.150 -3.141 0.563
O -1.855 -2.752 0.246
C -2.487 -3.885 2.744
C -2.584 -5.512 0.979
C -4.368 -1.572 -0.943
H -4.277 -4.064 -2.555
H -2.773 -3.129 -2.244
H -3.030 -4.761 -1.612
H -6.138 -2.828 0.318
H -5.988 -3.858 -1.083
H -6.489 -5.106 0.916
H -5.192 -5.791 0.079
H -4.605 -5.434 2.716
H -5.070 -3.896 2.608
H -2.974 -2.989 3.131
H -1.437 -3.692 2.523
H -2.608 -4.654 3.507
H -3.057 -5.930 0.090
H -2.572 -6.320 1.710
H -1.557 -5.305 0.677
H -4.669 -1.106 -0.006
H -3.446 -1.120 -1.309
H -5.142 -1.498 -1.708
H -1.776 -1.841 0.539
```

- net charge = +1
- HOMO (eV) = -9.63

=====

Record 3
A 7-piece molecular cluster, C17H48O7 overall, computed with the ωB97M-V functional and the def2-TZVPD basis.

Geometry as XYZ:
```
72
C17H48O7 | OMol25 | the ωB97M-V functional and the def2-TZVPD basis
C 3.429 0.036 0.765
C 3.841 -1.157 1.657
C 5.123 -1.836 1.056
O 4.270 -0.804 2.944
H 2.653 -0.104 0.011
H 4.238 0.446 0.161
H 3.082 0.837 1.417
H 2.950 -1.784 1.621
H 5.840 -1.096 0.701
H 4.815 -2.517 0.262
H 5.575 -2.351 1.903
H 4.516 -1.526 3.527
C -4.535 -1.858 0.811
C -5.045 -2.211 2.237
C -4.841 -1.032 3.237
O -6.479 -2.322 2.113
H -4.565 -2.764 0.206
H -3.511 -1.490 0.865
H -5.178 -1.054 0.454
H -4.412 -3.052 2.523
H -5.214 -1.272 4.232
H -5.285 -0.062 3.014
H -3.777 -0.890 3.423
H -6.797 -1.641 1.515
C 0.912 0.276 4.010
C -0.563 0.018 4.154
C -1.475 0.798 3.258
O -0.689 -1.374 3.742
H 1.194 1.270 4.357
H 1.242 0.296 2.972
H 1.464 -0.475 4.575
H -0.821 0.193 5.199
H -1.107 1.806 3.070
H -2.384 0.934 3.843
H -1.684 0.266 2.330
H -0.799 -1.911 4.530
C -0.070 2.034 -0.199
C -0.343 1.146 -1.502
C -1.877 0.885 -1.782
O 0.077 1.878 -2.555
H 0.967 1.899 0.109
H -0.639 1.685 0.663
H -0.291 3.101 -0.227
H 0.183 0.195 -1.418
H -2.328 0.192 -1.072
H -2.093 0.440 -2.754
H -2.499 1.768 -1.640
H -0.606 2.552 -2.580
C 1.119 -3.975 -4.395
C 1.254 -2.659 -3.657
C 0.607 -2.659 -2.287
O 2.582 -2.480 -3.359
H 1.362 -4.773 -3.693
H 1.703 -4.036 -5.313
H 0.092 -4.175 -4.700
H 0.809 -1.880 -4.276
H 0.749 -1.687 -1.816
H 0.891 -3.468 -1.614
H -0.481 -2.698 -2.332
H 2.901 -3.121 -2.719
C -0.978 5.486 -3.208
O -1.645 4.269 -3.319
H -0.008 5.343 -2.731
H -0.706 6.023 -4.117
H -1.630 6.133 -2.621
H -2.596 4.383 -3.393
C 3.147 3.166 -1.878
O 2.763 2.251 -2.877
H 2.611 4.113 -1.934
H 2.954 2.633 -0.947
H 4.221 3.330 -1.788
H 1.820 2.113 -2.764
```

- relative energy (zero: lowest compared OMol25 entry of this formula, charge and spin) (kcal/mol) = 67.67
- structure (SMILES) = CC(C)O.CC(C)O.CC(C)O.CC(C)O.CC(C)O.CO.CO
- HOMO (eV) = -9.41

=====

Number 1: molecular weight 822.97 g mol⁻¹. Number 2: molecular weight 390.59 g mol⁻¹. Number 3: molecular weight 364.56 g mol⁻¹.